No. 1
21
Properties=species:S:1:pos:R:3 method="wB97M-V/def2-TZVPD" total_charge=-1 e_above_lowest_kj_mol=0.0 homo_energy_ha=-0.1057 homo_lumo_gap_ev=6.739
S -1.1835 1.0276 0.7728
N 3.1825 0.9612 -0.3200
N 1.9810 0.6622 1.7282
C 3.0400 0.5383 0.8675
C -2.5717 -1.9866 0.3634
C 2.0875 1.6849 -0.9406
C -1.2430 -0.0439 -0.7090
C -2.4714 -0.9481 -0.7465
H 1.0885 1.4468 -0.5637
H 2.0587 0.1586 2.5915
H -1.2944 0.5764 -1.6101
H 2.1288 1.4966 -2.0149
H -3.3847 -2.6823 0.1390
H -1.6755 -2.6190 0.4165
H -2.5162 -1.4574 -1.7219
H 1.0099 0.8646 1.4190
H 3.8838 0.0110 1.3148
H -0.3405 -0.6583 -0.7958
H 2.2375 2.7625 -0.8065
H -2.6595 -1.4892 1.3277
H -3.3578 -0.3057 -0.7113

=====

No. 2
21
Properties=species:S:1:pos:R:3 method="wB97M-V/def2-TZVPD" total_charge=-1 e_above_lowest_kj_mol=158.7 homo_energy_ha=-0.0922 homo_lumo_gap_ev=6.151 smiles=CCN[C@H](CN)C[S-]
S 3.4154 -0.8617 -0.5164
N 0.2451 1.3848 2.6231
N -0.1991 -0.1343 -0.6914
C 0.7398 0.1711 0.4597
C 0.0678 1.3842 1.0806
C -1.9062 -1.3702 -2.0703
C -1.2976 -1.1128 -0.6022
C 2.1863 0.4839 0.0076
H -0.9909 1.4129 0.9581
H 0.3913 -0.3252 -1.5387
H -0.4244 0.7179 3.0665
H -2.8035 -0.7440 -2.1138
H 2.0887 1.1241 -0.9629
H 0.7605 -0.6873 1.2004
H -1.3628 -0.8834 -2.8869
H 1.1844 1.0982 2.9047
H 2.6223 1.1739 0.7260
H -2.0660 -0.6023 -0.0095
H -1.1836 -2.1518 -0.2377
H 0.5879 2.2679 0.8552
H -2.0554 -2.3458 -2.2522

=====

No. 3
21
Properties=species:S:1:pos:R:3 method="wB97M-V/def2-TZVPD" total_charge=+1 e_above_lowest_kj_mol=186.0 homo_energy_ha=-0.4846 homo_lumo_gap_ev=9.680
S 2.9922 1.2141 -0.9988
N 1.3260 1.0702 -0.5144
N 1.6718 -0.0229 1.3633
C -0.1227 -2.9987 -1.5728
C -1.1823 1.7497 1.3023
C -0.6942 0.4196 0.8141
C 0.7981 0.5233 0.5645
C -1.2744 -2.3746 -1.4396
H -1.0553 2.4544 0.5241
H 0.6661 1.4379 -1.2245
H -0.3933 2.1378 1.9295
H -0.8367 -0.3328 1.7057
H -2.1176 1.6020 1.7783
H 1.4912 -0.2913 2.3526
H -0.2539 -4.0167 -1.7915
H 0.7490 -2.3575 -1.4213
H -1.3996 -1.3198 -1.3760
H -1.1252 0.0569 -0.1628
H -2.2336 -2.8457 -1.4699
H 2.7230 -0.1257 1.1647
H 3.2753 2.4663 -0.6702

=====

No. 4
21
Properties=species:S:1:pos:R:3 method="wB97M-V/def2-TZVPD" total_charge=0 e_above_lowest_kj_mol=374.0 homo_energy_ha=-0.3103 homo_lumo_gap_ev=9.252
N 3.6856 0.2237 -0.6105
N -2.8750 0.0012 -0.0195
N 1.3932 -0.4807 -0.8431
C 0.5339 0.7202 -0.8980
C 2.5711 -0.2285 -0.0638
C -0.7369 -0.1658 1.1373
C -1.7711 -0.9088 0.3028
C -0.1205 1.0732 0.4478
H 0.1022 -0.8455 1.3058
H -2.1141 -1.7806 0.8675
H -1.3110 -1.2701 -0.6139
H 3.4920 -0.8641 -0.8474
H -3.3695 -0.1796 -0.8821
H 0.6565 1.4679 1.1072
H -3.5490 0.0444 0.7414
H -0.1404 0.6976 -1.7482
H -0.8528 1.8656 0.3147
H -1.1109 0.0944 2.1301
H 1.2227 1.5580 -1.1024
H 2.5076 -0.3613 1.0230
H 1.7865 -0.6612 -1.7487

=====

No. 5
21
Properties=species:S:1:pos:R:3 method="wB97M-V/def2-TZVPD" total_charge=0 e_above_lowest_kj_mol=328.5 homo_energy_ha=-0.3119 homo_lumo_gap_ev=9.360 smiles="[H]/N=C(/C)N.C=C.C=N"
N -0.7356 1.1447 -1.4127
N 0.4971 2.3201 0.2353
N -2.4902 -0.2881 -0.0968
C 1.6400 0.7823 -1.2678
C -1.8300 -1.4036 -0.0450
C 0.3535 1.3770 -0.7678
C 0.9251 -2.0802 1.0747
C 0.1159 -1.0535 1.3657
H 1.4318 0.1127 -2.0933
H -0.2563 2.9672 0.3857
H -2.9421 -0.0537 0.7867
H -0.0377 -0.7748 2.4066
H 2.3271 1.5599 -1.6020
H -2.1420 -2.2398 0.5869
H -1.5034 1.7836 -1.2153
H 1.4192 2.6159 0.5009
H 0.9891 -2.4676 0.0676
H 1.3652 -2.6962 1.8453
H 2.1370 0.2278 -0.4717
H 0.0707 -0.1684 0.6898
H -1.3344 -1.6655 -0.9730

=====

No. 6
21
Properties=species:S:1:pos:R:3 method="wB97M-V/def2-TZVPD" total_charge=+1 e_above_lowest_kj_mol=104.3 homo_energy_ha="-0.4676 / -0.4633" multiplicity=2 s_squared=0.757 homo_lumo_gap_ev="8.734 / 4.438"
N -1.2566 -0.0035 0.8059
N 2.7513 -0.9518 -0.5396
N -3.5211 -0.2135 -0.0167
C 0.4231 -0.3178 -0.9402
C 1.6026 -0.2917 0.1052
C 1.9085 1.1147 0.6484
C -0.6832 0.6402 -0.4195
C -2.5262 -0.1769 0.9122
H -3.1951 -0.5577 -0.9217
H 0.8724 0.1295 -1.7973
H 2.3697 -1.6716 -1.1453
H -4.3567 -0.6955 0.3069
H 1.8785 1.8676 -0.1114
H 1.0548 1.3887 1.2534
H 3.3590 -1.4266 0.1067
H 2.7638 1.1319 1.3011
H -0.4043 1.6866 -0.2335
H 0.1823 -1.3833 -1.0448
H 1.0901 -0.8210 0.9239
H -1.4940 0.8077 -1.1569
H -2.8188 -0.2561 1.9634

=====

No. 7
21
Properties=species:S:1:pos:R:3 method="wB97M-V/def2-TZVPD" total_charge=+2 e_above_lowest_kj_mol=464.7 homo_energy_ha=-0.6971 homo_lumo_gap_ev=8.577
N 1.5543 -0.8536 0.7590
N 0.6828 -1.0609 -0.0313
N 3.5207 0.9704 -0.5074
C 3.3994 -0.3012 -0.4834
C -0.3617 -0.8453 -0.6612
C -1.6065 0.7900 1.0948
C -2.9313 -0.5583 -0.5631
C -1.5598 0.1164 -0.3047
H -1.9770 1.7238 0.8622
H 1.7058 -1.3197 1.6410
H -1.2733 0.7387 -1.1100
H -3.0933 -1.4863 -0.0389
H -2.1768 0.3627 1.8448
H -0.4903 0.9928 1.3585
H 4.1076 -0.9455 0.1688
H -3.1201 -0.7703 -1.7309
H -3.5757 0.1419 -0.2507
H 3.9027 1.5668 0.2650
H 3.3871 1.4929 -1.4682
H -0.5617 -1.4279 -1.5012
H 3.0371 -0.9420 -1.3229

=====

No. 8
22
Properties=species:S:1:pos:R:3 method="wB97M-V/def2-TZVPD" total_charge=0 e_above_lowest_kj_mol=427.3 homo_energy_ha=-0.2624 homo_lumo_gap_ev=8.068
O -1.5159 -0.9512 -0.9701
N -1.3057 1.6894 -2.3394
N 0.6817 -2.4862 -0.2602
N 1.7952 -2.0675 1.6662
C 1.2396 -1.6029 0.5448
C 0.1049 0.4965 0.0058
C -1.2778 1.8207 -0.9382
C 0.5865 1.2675 1.2029
C -1.1862 -0.1298 -0.0660
H -0.7134 2.6896 -0.6143
H -0.3909 1.8493 -2.7437
H -2.2881 1.9305 -0.5428
H 2.2782 -1.4374 2.2803
H 0.7599 0.3916 -0.8506
H 0.6100 -3.4849 -0.0597
H 1.5434 0.8834 1.5575
H 0.7606 2.3110 0.9444
H 0.0822 -2.1247 -1.0129
H -1.8141 0.0180 0.8312
H 1.7837 -3.0533 1.9317
H -0.1290 1.2448 2.0255
H -1.6048 0.7456 -2.5924

=====

No. 9
22
Properties=species:S:1:pos:R:3 method="wB97M-V/def2-TZVPD" total_charge=0 e_above_lowest_kj_mol=233.0 homo_energy_ha=-0.3337 homo_lumo_gap_ev=9.929
O -2.3123 -0.5293 1.0577
N -0.4631 1.0380 -1.3306
N 2.0785 -0.8023 -0.9031
N -0.7372 -1.9841 -1.1146
C 0.8956 2.1975 0.2679
C 1.1913 -0.3512 -0.1234
C 0.4216 0.9565 -0.4243
C -2.3592 0.6171 0.7007
C 1.1080 -0.8615 1.2801
H -1.9261 1.4410 1.2813
H -1.2834 -2.3460 -1.8988
H 1.9480 2.3598 0.0473
H -2.9475 0.9240 -0.1864
H 2.0921 -0.3860 -1.8328
H 0.3197 3.0517 -0.0711
H -1.3514 -1.9306 -0.3057
H 0.7959 2.0992 1.3442
H 1.5402 -0.1511 1.9688
H 1.6549 -1.7946 1.3614
H -0.7221 0.1259 -1.7237
H 0.0587 -1.0204 1.5490
H -0.0019 -2.6534 -0.9440

=====

No. 10
22
Properties=species:S:1:pos:R:3 method="wB97M-V/def2-TZVPD" total_charge=0 e_above_lowest_kj_mol=1422.1 homo_energy_ha=-0.3080 homo_lumo_gap_ev=8.679
O -1.0690 2.0272 -1.9040
N 0.2090 1.8628 0.4510
N 0.6479 -0.3443 0.4013
N 1.5384 -1.2447 -0.3121
C -0.6460 0.6885 -1.5187
C 0.3335 -0.9178 1.9682
C -0.9553 -0.0036 2.3983
C 0.2195 0.7534 -0.2019
C 0.1172 -0.2932 -2.5485
H -0.4907 2.5376 0.1919
H -0.0438 -2.2620 1.6175
H -0.5196 1.3200 2.5982
H 2.6248 -0.8918 -0.2354
H -0.1206 2.6510 -1.9174
H 1.3009 -0.6847 -2.3491
H -1.1537 -0.8793 3.6166
H -0.2286 -0.0966 -3.4568
H 1.5667 -2.1989 0.1734
H -0.8248 -1.2928 -2.2506
H 1.4714 -0.9532 3.0047
H -1.6741 0.1617 -1.4038
H -2.3031 0.0607 1.6772

=====

No. 11
22
Properties=species:S:1:pos:R:3 method="wB97M-V/def2-TZVPD" total_charge=0 e_above_lowest_kj_mol=185.7 homo_energy_ha=-0.2999 homo_lumo_gap_ev=8.982
O 1.9873 -0.3790 -0.6669
N -0.0481 -0.1605 0.4537
N 0.6302 -2.1715 -0.3509
N 1.1497 1.8481 0.4401
C 0.1538 1.0946 0.8860
C 1.5121 -3.1216 -0.9896
C -0.8039 1.6940 1.8652
C 0.9697 -0.8700 -0.1731
C -2.1617 1.0267 -0.9297
H -1.2405 0.1529 -0.3067
H 2.1278 -3.6611 -0.2642
H -1.1742 2.6550 1.5086
H -1.8962 0.6942 -1.9343
H -1.9634 2.0973 -0.9191
H -3.2431 0.9233 -0.8240
H 1.8002 1.3990 -0.2061
H 1.1889 2.8315 0.6455
H -1.6444 1.0292 2.0299
H 2.1716 -2.5786 -1.6643
H -0.2743 1.8433 2.8140
H -0.1713 -2.5087 0.1563
H 0.9296 -3.8379 -1.5705